No. 1
{
  "formula": "C2NO5S",
  "method": "ωB97M-V/def2-TZVPD",
  "e_above_lowest_kcal_mol": 54.7,
  "e_tot_ev": -24636.80319,
  "lumo_ev": 3.596,
  "total_charge": -1,
  "homo_lumo_gap_ev": 7.99,
  "symbols": ["C", "C", "N", "O", "O", "O", "O", "O", "S"],
  "positions_angstrom": [[-0.44783, -0.56280, -1.38752], [-1.22382, 0.33643, 0.32991], [-0.37207, 0.66586, 1.34665], [1.98805, 1.26622, 0.47515], [-1.04128, -0.88934, -2.36951], [-2.42379, 0.48659, 0.27814], [1.66677, -0.88535, 1.52705], [0.76683, -0.60025, -0.96125], [1.08716, 0.18265, 0.76138]]
}



No. 2
{
  "formula": "C2H4Cl2S2",
  "method": "ωB97M-V/def2-TZVPD",
  "e_above_lowest_kcal_mol": 26.3,
  "e_tot_ev": -48851.50221,
  "lumo_ev": [-0.664, -1.388],
  "total_charge": 0,
  "homo_lumo_gap_ev": [7.65, 7.36],
  "symbols": ["C", "C", "S", "S", "Cl", "Cl", "H", "H", "H", "H"],
  "positions_angstrom": [[-1.00453, 0.05944, 0.38246], [2.46929, -1.66267, -1.01231], [-0.18959, 1.14890, -0.85128], [-0.51065, 0.49911, -2.63316], [2.85142, -2.74763, 0.18321], [2.73922, 0.00330, -0.61902], [-0.98495, -0.88355, -0.17581], [-2.15726, 0.33479, 0.63019], [-0.35363, 0.09130, 1.29306], [2.77846, -1.87784, -1.98177]]
}



No. 3
{
  "formula": "C13H19ClFN",
  "method": "ωB97M-V/def2-TZVPD",
  "smiles": "CCCCCCNCc1c(F)cccc1Cl",
  "e_above_lowest_kcal_mol": 0.4,
  "e_tot_ev": -30519.67510,
  "lumo_ev": 0.850,
  "total_charge": 0,
  "homo_lumo_gap_ev": 9.70,
  "symbols": ["C", "C", "C", "C", "C", "C", "N", "H", "C", "C", "C", "C", "C", "C", "C", "Cl", "H", "H", "H", "F", "H", "H", "H", "H", "H", "H", "H", "H", "H", "H", "H", "H", "H", "H", "H"],
  "positions_angstrom": [[-3.83886, 3.31279, -2.22049], [-2.54165, 3.20165, -1.42897], [-1.83186, 1.87417, -1.68408], [-0.53164, 1.75566, -0.89315], [0.18213, 0.43461, -1.16549], [1.46615, 0.31298, -0.34493], [2.27920, -0.80992, -0.78466], [3.21595, -0.71956, -0.40496], [1.75798, -2.12649, -0.46574], [1.56797, -2.37217, 1.01557], [0.30273, -2.40712, 1.59293], [0.09296, -2.56426, 2.95038], [1.18949, -2.69304, 3.78329], [2.46805, -2.66886, 3.25537], [2.64391, -2.50745, 1.89046], [4.25951, -2.48957, 1.26660], [3.32941, -2.77344, 3.89574], [1.04895, -2.81493, 4.84559], [-0.91497, -2.58263, 3.33272], [-0.77948, -2.29216, 0.79490], [0.80482, -2.25135, -0.98155], [2.46408, -2.86032, -0.86443], [2.06638, 1.21412, -0.49807], [1.21107, 0.26070, 0.72835], [0.44146, 0.36278, -2.22301], [-0.49385, -0.38659, -0.92624], [0.12811, 2.58650, -1.15535], [-0.75072, 1.83331, 0.17494], [-1.61385, 1.78150, -2.75051], [-2.49634, 1.05158, -1.41014], [-1.87721, 4.02409, -1.70413], [-2.75835, 3.29541, -0.36229], [-4.52358, 2.51406, -1.94377], [-4.32652, 4.26554, -2.02716], [-3.64146, 3.23841, -3.28772]]
}



No. 4
{
  "formula": "H3N2O2S",
  "method": "ωB97M-V/def2-TZVPD",
  "smiles": "N=[S@@](N)(=O)[O-]",
  "e_above_lowest_kcal_mol": 11.8,
  "e_tot_ev": -17959.28668,
  "lumo_ev": 4.310,
  "total_charge": -1,
  "homo_lumo_gap_ev": 8.73,
  "symbols": ["N", "N", "O", "O", "S", "H", "H", "H"],
  "positions_angstrom": [[-1.62757, 0.13863, 0.43039], [0.83906, -0.88469, -0.14440], [-0.09428, 1.08975, -1.34043], [0.53748, 1.27391, 1.07078], [-0.20639, 0.53044, 0.02612], [-2.05843, 0.14080, -0.44550], [1.78577, -0.44184, 0.16356], [0.82437, -1.84700, 0.23949]]
}



No. 5
{
  "formula": "C10H13Cl2IN4SZr",
  "method": "ωB97M-V/def2-TZVPD",
  "e_tot_ev": -61758.83979,
  "lumo_ev": -15.954,
  "total_charge": 4,
  "homo_lumo_gap_ev": 7.00,
  "symbols": ["Zr", "Cl", "C", "Cl", "H", "H", "I", "C", "C", "C", "C", "C", "N", "H", "H", "H", "H", "C", "C", "C", "N", "N", "C", "N", "S", "H", "H", "H", "H", "H", "H", "H"],
  "positions_angstrom": [[-0.97807, -0.73198, 0.67307], [0.33080, 0.56044, -1.19360], [-0.80821, 1.97747, -1.16526], [-1.99357, 1.67570, 0.18096], [-1.34796, 2.00751, -2.10866], [-0.24256, 2.87399, -0.92634], [-0.26095, -3.16430, -0.72571], [-2.35886, -2.80757, -0.81194], [-3.18457, -3.64721, -1.50421], [-4.55305, -3.33306, -1.46557], [-5.00592, -2.22393, -0.75380], [-4.09781, -1.43014, -0.09379], [-2.76034, -1.71481, -0.12292], [-2.81771, -4.50792, -2.04898], [-5.25526, -3.96894, -1.99565], [-6.05924, -1.97556, -0.71107], [-4.40621, -0.55797, 0.46915], [-1.37672, -3.90570, 3.48834], [-0.15691, -3.24569, 4.12330], [0.08085, -1.84761, 3.68467], [-0.24546, -1.31725, 2.52368], [0.13198, 0.04710, 2.35773], [0.73271, 0.50758, 3.46432], [1.20281, 1.71768, 3.64070], [0.84790, -0.71175, 4.69764], [-1.45842, -4.92573, 3.85879], [-1.28960, -3.97232, 2.39990], [-2.29928, -3.38226, 3.74019], [0.76525, -3.79586, 3.88763], [-0.23051, -3.25352, 5.21391], [1.14029, 2.42980, 2.92588], [1.66272, 1.99130, 4.50348]]
}



No. 6
{
  "formula": "C21H46N3O8P2",
  "method": "ωB97M-V/def2-TZVPD",
  "e_tot_ev": -61940.80261,
  "lumo_ev": -3.498,
  "total_charge": 1,
  "homo_lumo_gap_ev": 8.08,
  "symbols": ["C", "C", "C", "C", "C", "N", "C", "N", "N", "C", "C", "C", "H", "H", "H", "H", "H", "H", "H", "H", "H", "H", "H", "H", "H", "H", "H", "H", "O", "P", "O", "C", "C", "O", "C", "C", "O", "C", "C", "H", "H", "H", "H", "H", "H", "H", "H", "H", "H", "H", "H", "H", "H", "H", "O", "P", "O", "C", "C", "O", "C", "C", "O", "C", "C", "H", "H", "H", "H", "H", "H", "H", "H", "H", "H", "H", "H", "H", "H", "H"],
  "positions_angstrom": [[2.93017, -2.07498, 1.84541], [3.15584, -1.68800, 0.33411], [2.73035, -0.20565, -0.05887], [2.27214, 0.68989, 1.11894], [2.92311, 1.10522, 2.33510], [2.02664, 1.94771, 3.00642], [0.86917, 2.06845, 2.29218], [0.99207, 1.29690, 1.16375], [-0.07350, 1.20730, 0.25853], [-0.59752, 0.00095, 0.40612], [-1.05348, -0.61857, 1.76021], [-0.78940, -0.91785, -0.86287], [2.94327, -3.19086, 1.97669], [1.93661, -1.73677, 2.25863], [3.71357, -1.55879, 2.45401], [2.54381, -2.38577, -0.29552], [4.25240, -1.79804, 0.12609], [1.86069, -0.28391, -0.76894], [3.53708, 0.31605, -0.64974], [3.94106, 0.78066, 2.62535], [2.24802, 2.40027, 3.89013], [-0.01112, 2.68018, 2.56710], [-0.49897, -1.58924, 1.88061], [-2.14718, -0.85072, 1.66831], [-0.86711, 0.02021, 2.65532], [-0.21892, -1.85738, -0.61307], [-1.87522, -1.12903, -1.01779], [-0.29569, -0.39411, -1.71639], [6.06657, 0.89270, -2.74085], [5.48241, 1.66861, -3.91091], [5.14995, 0.32461, -4.82909], [4.00061, -0.43958, -4.48184], [2.71010, 0.30006, -4.79294], [6.94188, 2.10605, -4.54319], [8.14482, 2.09675, -3.78010], [8.86679, 0.76988, -3.93366], [4.72383, 2.57534, -5.11250], [5.36550, 3.06670, -6.29441], [5.81542, 1.98437, -7.25420], [4.04426, -0.71437, -3.42242], [4.04239, -1.36157, -5.06472], [2.60243, 1.18551, -4.15821], [1.84502, -0.34573, -4.62422], [2.69934, 0.64168, -5.82845], [7.95332, 2.33485, -2.73327], [8.78154, 2.89433, -4.16957], [8.21437, -0.07802, -3.71970], [9.73170, 0.72044, -3.26950], [9.21149, 0.64428, -4.96270], [6.18219, 3.74030, -6.03362], [4.62036, 3.68612, -6.80180], [6.57786, 1.33398, -6.82691], [6.23020, 2.43682, -8.15797], [4.97343, 1.34800, -7.53657], [-5.16837, -1.37187, 4.74653], [-6.67499, -1.20447, 4.75021], [-7.01897, -2.15116, 3.43855], [-6.98304, -3.56644, 3.62262], [-8.12964, -4.05544, 4.48963], [-6.66007, 0.29731, 4.05510], [-5.49108, 1.09972, 4.00285], [-4.74136, 0.86592, 2.70328], [-8.31923, -1.01675, 5.04208], [-9.14942, -0.02035, 4.43764], [-9.33193, -0.18545, 2.94268], [-6.02053, -3.86003, 4.05170], [-7.05574, -4.01898, 2.63188], [-8.03251, -3.68404, 5.51421], [-8.14801, -5.14639, 4.52500], [-9.08582, -3.69789, 4.10515], [-4.85463, 0.93336, 4.87265], [-5.81060, 2.14380, 4.04583], [-4.54688, -0.19377, 2.52675], [-3.78772, 1.40067, 2.70521], [-5.33452, 1.21633, 1.85521], [-8.79521, 0.97859, 4.69367], [-10.12834, -0.11946, 4.91484], [-8.39842, -0.07887, 2.39102], [-10.03003, 0.56640, 2.56706], [-9.72859, -1.17693, 2.71218]]
}